Here is a cluster of 10 separate species, C46H120N8O15 in total in a non-equilibrium geometry from the OMol25 dataset. Energies are from ωB97M-V/def2-TZVPD.

Last column: Mulliken charge in e.
Cartesian coordinates (Å):
C 11.900091 -23.660471 -18.808390  -1.33
C 13.369038 -23.336755 -18.988268  0.65
O 13.914653 -24.027299 -20.093256  -0.60
H 11.324498 -23.262859 -19.648947  0.21
H 11.548611 -23.167114 -17.900087  0.35
H 11.733462 -24.731629 -18.717115  0.44
H 13.898009 -23.707894 -18.093883  0.22
H 13.526283 -22.251307 -18.996727  -0.30
H 14.816456 -23.674555 -20.193511  0.45
C 15.466123 -18.232766 -9.503326  -0.62
C 16.677666 -19.124098 -9.644060  -0.37
O 16.313929 -20.493285 -9.882932  -0.48
H 15.779469 -17.188641 -9.502785  0.33
H 14.835791 -18.460714 -8.645249  0.32
H 14.836113 -18.416159 -10.379330  -0.04
H 17.301212 -19.096921 -8.743120  0.38
H 17.324024 -18.828049 -10.470236  0.25
H 16.333404 -20.956048 -9.042235  0.27
C 16.263547 -26.975768 -9.590734  -0.48
O 17.464902 -27.630015 -9.307691  -0.36
C 18.590333 -27.078814 -9.945127  -0.50
C 18.576169 -27.113122 -11.486472  -0.75
N 18.752964 -25.771061 -12.088912  -0.26
C 17.628854 -25.317758 -12.916636  -0.37
C 17.596584 -23.805534 -12.948207  -0.51
O 16.352098 -23.419919 -13.528948  -0.32
C 16.014665 -22.085191 -13.241448  -0.55
H 16.145872 -26.688043 -10.641532  0.15
H 16.153043 -26.066428 -8.984438  0.25
H 15.434983 -27.648124 -9.369590  0.27
H 19.460607 -27.659390 -9.625705  0.28
H 18.819480 -26.069098 -9.580843  0.37
H 17.675799 -27.587180 -11.885728  0.40
H 19.397072 -27.740936 -11.840855  0.45
H 19.587827 -25.784748 -12.658089  0.24
H 16.724040 -25.608431 -12.381474  0.15
H 17.649483 -25.760193 -13.915315  0.25
H 18.412178 -23.406717 -13.568524  0.24
H 17.686664 -23.428764 -11.926865  0.28
H 16.546623 -21.411447 -13.929367  0.28
H 16.206151 -21.786132 -12.206700  0.23
H 14.951432 -21.947594 -13.443288  0.26
C 8.331996 -16.885804 -23.125435  -0.45
O 8.739153 -15.812377 -22.315512  -0.52
C 9.396381 -16.251536 -21.146784  1.54
C 9.731149 -15.042379 -20.279743  -1.39
N 10.801947 -14.200915 -20.755024  -0.28
C 12.079661 -14.868195 -20.730467  1.07
C 13.123565 -13.968230 -21.371568  -1.17
O 14.398545 -14.517723 -21.155617  -0.02
C 15.439259 -13.804942 -21.776220  -0.85
H 8.041161 -16.530427 -24.113509  0.26
H 7.447914 -17.398338 -22.715486  0.33
H 9.119382 -17.637825 -23.253057  0.09
H 10.289610 -16.833008 -21.410701  -0.78
H 8.704388 -16.898365 -20.582655  0.22
H 9.951642 -15.403413 -19.269933  0.35
H 8.798363 -14.477211 -20.193279  0.45
H 10.573099 -13.783711 -21.646004  0.35
H 12.029440 -15.730970 -21.414465  -0.57
H 12.463787 -15.183707 -19.762300  0.00
H 13.080815 -12.972615 -20.902823  0.42
H 12.926364 -13.831189 -22.444859  0.46
H 16.364293 -14.060896 -21.267092  0.14
H 15.296301 -12.714498 -21.734468  0.38
H 15.498941 -14.010758 -22.855095  0.28
C 15.173609 -15.481221 -18.120069  -0.68
O 16.543827 -15.135686 -18.077122  -0.43
C 17.288004 -15.847401 -17.120430  -0.17
C 18.442880 -14.965177 -16.654441  -0.86
N 19.278261 -14.631939 -17.779404  0.13
C 20.498847 -13.891603 -17.544119  -0.75
C 21.563364 -14.702268 -16.814698  -0.48
O 22.303342 -15.565155 -17.618205  -0.38
C 21.646153 -16.739522 -18.002141  -0.63
H 14.744335 -14.723521 -18.770785  0.23
H 14.708515 -15.507324 -17.134394  0.36
H 15.013827 -16.459742 -18.596430  0.23
H 17.730800 -16.783438 -17.482287  0.23
H 16.656879 -16.062468 -16.249341  0.23
H 18.998974 -15.572682 -15.924768  0.30
H 18.066107 -14.106287 -16.072643  0.25
H 18.713156 -14.579356 -18.608440  0.14
H 20.237817 -12.995534 -16.955194  0.39
H 20.886746 -13.551355 -18.505019  0.38
H 21.114925 -15.152829 -15.917854  0.34
H 22.265746 -13.984819 -16.374717  0.36
H 21.156782 -17.270346 -17.174505  0.26
H 22.391482 -17.440174 -18.390343  0.26
H 20.906758 -16.589142 -18.792443  0.25
C 14.416968 -18.737226 -13.444848  -0.87
O 13.872058 -19.357346 -14.586943  -0.48
C 14.468689 -18.882211 -15.771660  -0.31
C 13.818029 -19.582295 -16.936421  -0.72
N 12.433701 -19.158009 -17.057743  0.28
C 11.797902 -19.423080 -18.344422  -0.09
C 12.127614 -18.428079 -19.455390  1.49
O 13.010997 -19.012601 -20.366971  0.04
C 13.426758 -18.171639 -21.433202  -0.12
H 13.901456 -19.014812 -12.528663  0.34
H 14.521617 -17.657284 -13.597087  0.32
H 15.435516 -19.134085 -13.279738  0.36
H 15.564395 -18.988750 -15.792578  0.50
H 14.265463 -17.803737 -15.822599  0.15
H 13.874759 -20.663341 -16.715706  0.14
H 14.357121 -19.439502 -17.873964  0.28
H 11.850615 -19.606961 -16.363766  0.32
H 10.716077 -19.429230 -18.215908  -0.07
H 12.082018 -20.422840 -18.714528  -0.41
H 12.503977 -17.469231 -19.076351  -0.26
H 11.164795 -18.173573 -19.939589  -1.31
H 12.506948 -17.880821 -21.961042  -0.62
H 14.107959 -18.763613 -22.034866  0.47
H 13.856359 -17.209775 -21.125551  0.25
C 7.877395 -23.424542 -24.647477  -0.61
O 8.378060 -22.507179 -25.590852  -0.34
C 7.695640 -21.281022 -25.545469  -0.36
C 8.380807 -20.301520 -26.476379  -0.81
N 9.417110 -19.477453 -25.807102  -0.18
C 10.510654 -20.248851 -25.272628  -0.88
C 11.405954 -19.379520 -24.423074  0.64
O 11.937391 -18.350303 -25.250960  -0.48
C 12.028311 -17.090929 -24.630190  -0.56
H 6.798312 -23.587853 -24.776758  0.32
H 8.008500 -23.051066 -23.623199  0.19
H 8.393710 -24.368748 -24.792882  0.25
H 7.673660 -20.866901 -24.531109  0.07
H 6.658052 -21.387684 -25.891098  0.51
H 7.641298 -19.571586 -26.808980  0.43
H 8.775645 -20.883850 -27.318062  0.33
H 9.726782 -18.848469 -26.537185  0.22
H 11.074461 -20.732961 -26.087224  0.36
H 10.151518 -21.071108 -24.650059  0.41
H 12.230095 -19.924330 -23.955846  0.43
H 10.765378 -18.928199 -23.653633  -0.83
H 11.106901 -16.806710 -24.111795  0.17
H 12.141752 -16.395170 -25.466545  0.42
H 12.909015 -17.011196 -23.988264  0.18
C 11.849562 -15.374838 -10.470640  -1.54
C 12.201750 -15.316327 -11.930805  0.85
C 11.143976 -15.976692 -12.801097  -0.65
O 11.595667 -15.982061 -14.129724  -0.28
C 11.168998 -17.114374 -14.879661  -0.42
N 12.419777 -13.903685 -12.369854  -0.80
H 10.864104 -14.925283 -10.290597  0.35
H 12.505550 -14.752500 -9.861909  0.41
H 11.818347 -16.407704 -10.124156  0.35
H 13.154099 -15.799904 -12.159919  0.00
H 10.171736 -15.479495 -12.686209  0.27
H 11.030679 -17.009947 -12.428857  0.34
H 11.593456 -16.968888 -15.868327  0.01
H 10.081450 -17.219966 -14.939580  0.38
H 11.615346 -18.015365 -14.447404  0.11
H 11.558179 -13.372028 -12.243891  0.29
H 12.473957 -13.965699 -13.387691  0.30
C 6.584461 -17.987400 -18.450280  -1.49
C 7.193136 -19.304402 -18.054210  0.27
C 8.310859 -19.733479 -18.952872  0.01
O 7.840184 -19.936536 -20.279486  -0.46
C 8.897469 -20.282676 -21.122880  0.60
N 7.757093 -19.213863 -16.669813  -0.59
H 6.130129 -18.068122 -19.449570  0.33
H 7.322267 -17.203937 -18.638713  0.30
H 5.727627 -17.721167 -17.833498  0.47
H 6.366410 -20.020679 -17.969647  0.35
H 8.894115 -20.587166 -18.596326  0.66
H 8.983281 -18.856730 -19.017310  -0.44
H 9.658955 -19.483628 -21.156483  -0.35
H 8.537853 -20.410754 -22.142011  -0.28
H 9.405813 -21.208224 -20.819665  0.25
H 7.134275 -18.618668 -16.129402  0.26
H 7.638376 -20.114892 -16.214159  0.23
C 15.524668 -23.981561 -22.780113  -1.47
C 16.937301 -23.561200 -22.402454  1.07
C 17.247385 -23.324570 -20.935915  -1.13
O 16.294249 -22.593410 -20.170118  -0.30
C 16.009713 -21.282858 -20.679256  -0.08
N 17.935590 -24.500133 -22.950387  -0.74
H 15.469939 -24.210317 -23.841967  0.47
H 14.804449 -23.218012 -22.497488  0.27
H 15.253081 -24.890076 -22.233501  0.34
H 17.127927 -22.600711 -22.921252  0.14
H 18.253553 -22.924393 -20.760526  0.34
H 17.298115 -24.320815 -20.473147  0.35
H 15.504951 -21.370290 -21.642098  0.15
H 16.926774 -20.696682 -20.781150  0.49
H 15.351829 -20.870841 -19.919245  -0.40
H 18.786972 -24.012051 -23.196409  0.26
H 17.598190 -24.922997 -23.804887  0.23

Atoms 1-6, force components in eV/Å:
0.1 0.5 -0.3
0.3 -0.8 1.1
-0.2 0.4 -0.3
-0.1 -0.2 0.0
-0.1 -0.1 0.0
0.0 0.0 -0.1

As for the net charge: 0. The value obtained for the largest force on an atom is 2.27 eV/A. The HOMO energy is -8.14 eV. Its spin multiplicity is 1. The calculation puts the orbital gap at 8.61 eV. The LUMO energy is 0.0173 Ha. Its SMILES is COC[C@H](C)N.COC[C@H](C)N.COC[C@H](C)N.COCCNCCOC.COCCNCCOC.COCCNCCOC.COCCNCCOC.COCCNCCOC.CCO.CCO.